# 1
C11H10 as an isolated structure at a distorted geometry, computed with ωB97M-V/def2-TZVPD.

```
21
Properties=species:S:1:pos:R:3:forces:R:3
H 1.037403 -3.187303 -1.066665 0.4 -1.4 0.3
C 0.349201 -1.197069 -0.825918 0.2 -0.4 0.7
H -0.589366 0.140379 2.950771 0.2 0.1 -1.5
H 0.049291 -4.174463 0.010036 0.0 0.1 0.5
H 0.239810 3.054747 -2.635475 -0.9 -1.0 2.5
H -0.821199 2.369507 1.747730 -0.1 0.8 1.3
H -0.595760 4.016555 0.121330 0.2 -2.2 -1.6
C -0.504654 2.887822 -0.242214 2.4 4.2 -2.8
C 0.370446 -1.960823 0.318199 -0.5 -1.9 -2.0
H 0.856340 -1.595435 -1.740815 -1.0 0.9 0.7
H 0.117741 0.536744 -2.789692 0.1 0.7 2.0
C -0.022898 0.994195 -1.732997 0.9 3.7 -3.0
C -0.445292 0.578167 0.617862 0.7 2.5 4.1
C 0.005089 -1.548861 1.572051 2.0 -0.1 4.4
C -0.010001 2.439586 -1.664188 -1.6 -2.8 1.6
C 0.790669 -3.378925 -0.014901 1.7 1.0 0.0
H 0.602498 -2.463666 2.375708 -2.7 3.1 -1.7
C -0.085008 0.091222 -0.639191 -0.3 1.3 -0.6
C -0.395666 -0.178019 1.894251 1.0 -3.2 -3.3
H 1.742614 -3.559714 0.549207 -0.9 -0.6 -0.4
C -0.491783 2.083146 0.796686 -1.5 -4.7 -0.9
```
Forces are in eV/Å.

The calculation puts the highest occupied orbital energy at -8.3 eV. Its LUMO energy is 0.426 eV. Its relative energy (zero: lowest compared OMol25 entry of this formula, charge and spin) is 92.8 kcal per mole. The value obtained for the total energy is -11565.443 eV. Its multiplicity is 1.

Results of the Mulliken charge analysis, in e, for atoms 1 through 5: 0.29, -0.69, 0.32, 0.29, 0.27

***

# 2
C11H10AgCl2NS as an isolated structure, computed with ωB97M-V/def2-TZVPD.

```
26
Properties=species:S:1:pos:R:3:forces:R:3
Cl -2.346580 -1.759317 3.391414 -0.3 0.1 0.1
H -1.710977 0.191136 -3.068046 -0.1 0.0 -0.1
C 2.865785 2.802557 -0.707950 -0.2 0.1 -0.5
C 1.959743 2.571333 -1.710160 0.3 0.2 0.1
C 1.809289 1.143915 0.724129 0.2 0.1 0.2
C -0.972053 0.414151 -2.315033 0.2 0.3 -0.2
H 3.510124 2.290266 1.271931 0.0 0.0 0.0
H -2.817643 -4.050564 3.120885 0.2 0.1 0.0
C -1.944597 -3.475543 3.427060 -0.2 -0.3 0.2
H 2.001286 3.106666 -2.646675 0.0 0.1 -0.1
C 0.948463 1.616172 -1.523611 -0.1 -0.2 0.2
C -1.003594 -0.267440 -1.088980 0.2 0.0 0.3
N -0.126239 -0.035359 -0.133852 -0.5 -0.5 0.1
Cl -0.623907 -3.795575 2.303867 0.1 -0.3 -0.1
C -0.000339 1.349518 -2.527319 -0.2 -0.2 0.1
H -2.666283 -1.015319 0.026898 0.0 -0.1 0.0
C 2.789058 2.098197 0.489371 -0.3 -0.3 0.1
S 1.846596 0.353434 2.263271 -0.2 -0.5 0.6
H 0.053433 1.892497 -3.458708 0.0 0.1 -0.1
H -1.605327 -2.269412 -0.642885 0.0 0.0 0.1
H -2.716120 -1.389349 -1.701034 -0.1 -0.1 0.0
Ag -0.063606 -1.153622 2.059241 0.5 0.7 -0.4
H -1.620918 -3.738781 4.432653 0.0 0.1 -0.2
H 3.645785 3.536109 -0.845916 0.1 0.1 0.0
C -2.062381 -1.297898 -0.836676 0.0 0.0 0.0
C 0.851000 0.882230 -0.303875 0.3 0.5 -0.5
```
Forces are in eV/Å.

The calculation puts the highest occupied orbital energy at -6.7 eV. Its LUMO energy is 0.074 eV. Its relative energy (zero: lowest compared OMol25 entry of this formula, charge and spin) is 1.9 kcal per mole. The value obtained for the total energy is -52939.191 eV. Its multiplicity is 1.

Results of the Mulliken charge analysis, in e, for atoms 1 through 5: -0.13, 0.30, -0.51, -0.86, 0.17

***

# 3
C11H10Br4O4S2V as an isolated structure, computed with ωB97M-V/def2-TZVPD.

```
32
Properties=species:S:1:pos:R:3:forces:R:3
H 0.572658 4.872057 0.288371 0.0 0.0 0.0
C 3.121949 -1.173024 2.526576 0.0 0.1 0.0
C -3.678618 -0.758041 -1.920493 0.0 0.0 0.0
H -4.277883 -1.612318 -2.255145 0.0 0.0 0.0
H -1.462225 -2.547538 0.053278 0.0 0.0 0.0
C 1.275353 4.053076 0.113671 0.0 0.0 0.0
C -2.904528 -1.081983 -0.641589 -0.1 0.1 0.1
C 1.407205 0.038990 1.283130 0.0 -0.1 0.0
S -0.186183 1.698505 -2.672717 0.0 0.0 0.1
H 2.296547 4.438257 0.075350 0.0 0.0 0.0
C -0.161957 2.770084 -1.300374 -0.2 0.0 0.2
C -2.014364 -2.303245 -0.854693 0.0 0.0 0.0
H -4.333625 0.097103 -1.747399 0.0 0.0 0.0
H -2.973105 -0.483510 -2.708919 0.0 0.0 0.0
C 3.106355 -2.184651 1.586835 0.0 0.0 -0.1
C 1.384103 -1.016465 0.300541 0.0 0.0 0.1
Br 2.227550 1.366711 3.609461 0.0 0.0 0.0
H 1.178575 3.331241 0.926987 0.0 0.0 0.0
O 0.582048 1.026709 1.072886 0.1 0.0 0.0
O -2.254259 0.063915 -0.203623 0.0 0.0 -0.1
H -2.631534 -3.163954 -1.138254 0.0 0.0 0.0
O 1.051905 3.441828 -1.143009 0.0 0.0 -0.1
Br 4.283169 -1.253090 4.025882 0.0 0.0 0.0
Br 4.247674 -3.692536 1.772288 0.0 0.0 0.0
Br 2.151921 -3.464038 -0.837084 0.0 0.0 0.0
H -3.644384 -1.356140 0.134472 0.0 0.0 0.0
S -1.571038 3.193110 -0.375247 0.1 -0.1 -0.1
C 2.240228 -2.103660 0.481871 0.0 0.0 0.0
V -0.581933 0.859139 -0.512281 0.2 0.1 -0.1
O 0.559145 -0.868159 -0.671231 -0.1 0.0 -0.1
C 2.264273 -0.065022 2.366427 0.0 0.0 0.0
H -1.275015 -2.123359 -1.635956 0.0 0.0 0.0
```
Forces are in eV/Å.

The net charge is -2. The calculation puts the highest occupied orbital energy (spin up / spin down) at -1.1 / 0.0 eV. Its LUMO energy (spin up / spin down) is 4.182 / 4.182 eV. As for the expectation value of S²: 1.158. Its relative energy (zero: lowest compared OMol25 entry of this formula, charge and spin) is 0.0 kcal per mole. The value obtained for the total energy is -347290.575 eV. Its multiplicity is 2.

Results of the Mulliken charge analysis, in e, for atoms 1 through 5: 0.28, 0.23, -1.28, 0.44, 0.21

***

# 4
The molecule C11H10Cl2 at a distorted geometry, computed with ωB97M-V/def2-TZVPD.

```
23
Properties=species:S:1:pos:R:3:forces:R:3
C -0.642940 1.711439 -0.033259 -3.1 -0.9 -1.4
H 0.588691 -2.538397 -0.380360 0.2 -2.2 -0.1
H 2.053388 2.147967 0.430313 -0.9 -1.5 -0.7
H -1.236341 1.876905 -1.064464 1.7 -0.1 2.2
C 2.318150 -1.174649 -0.155262 0.0 -0.3 1.1
H 3.691141 0.423865 0.358682 2.5 0.1 0.4
C -1.441241 -0.977596 -0.370832 -2.2 0.5 -0.4
H 3.159692 -1.812702 -0.146548 0.3 -1.5 -0.3
Cl -3.418099 0.648154 -1.352984 0.3 0.3 1.4
C 0.417936 0.705485 -0.071405 0.1 0.5 -0.4
H -2.395221 1.805216 1.369569 -0.3 1.3 0.2
H -0.329525 2.597908 0.384787 0.9 2.3 0.4
C -1.674891 1.144228 0.948237 -1.6 -0.8 -0.3
C 1.738214 1.081337 0.153798 0.6 0.8 0.9
C -0.021603 -0.619187 -0.228688 1.1 0.3 0.1
H -2.884322 -2.369209 -1.098105 -2.4 0.0 0.1
H -1.222091 0.620163 1.824610 -0.2 0.2 -0.8
H -1.286841 -2.704557 -1.478024 2.4 -2.1 -1.4
C 2.736061 0.106228 0.185303 -4.2 0.0 -1.4
C 0.962555 -1.587161 -0.228968 1.6 2.3 -0.4
Cl -3.642811 -0.811962 1.218272 -0.1 0.7 0.0
C -2.523726 0.119115 0.182874 2.3 -2.9 -1.1
C -1.907384 -2.069551 -1.005783 1.0 3.0 1.9
```
Forces are in eV/Å.

The calculation puts the highest occupied orbital energy at -8.8 eV. As for the SMILES: C=C1c2ccccc2CCC1(Cl)Cl. Its LUMO energy is 0.336 eV. Its relative energy (zero: lowest compared OMol25 entry of this formula, charge and spin) is 7.1 kcal per mole. The value obtained for the total energy is -36612.452 eV. Its multiplicity is 1.

Results of the Mulliken charge analysis, in e, for atoms 1 through 5: -0.78, 0.53, 0.24, 0.27, -0.77

***

Please write out number 2 again, unchanged.
C11H10AgCl2NS as an isolated structure, computed with ωB97M-V/def2-TZVPD.

```
26
Properties=species:S:1:pos:R:3:forces:R:3
Cl -2.346580 -1.759317 3.391414 -0.3 0.1 0.1
H -1.710977 0.191136 -3.068046 -0.1 0.0 -0.1
C 2.865785 2.802557 -0.707950 -0.2 0.1 -0.5
C 1.959743 2.571333 -1.710160 0.3 0.2 0.1
C 1.809289 1.143915 0.724129 0.2 0.1 0.2
C -0.972053 0.414151 -2.315033 0.2 0.3 -0.2
H 3.510124 2.290266 1.271931 0.0 0.0 0.0
H -2.817643 -4.050564 3.120885 0.2 0.1 0.0
C -1.944597 -3.475543 3.427060 -0.2 -0.3 0.2
H 2.001286 3.106666 -2.646675 0.0 0.1 -0.1
C 0.948463 1.616172 -1.523611 -0.1 -0.2 0.2
C -1.003594 -0.267440 -1.088980 0.2 0.0 0.3
N -0.126239 -0.035359 -0.133852 -0.5 -0.5 0.1
Cl -0.623907 -3.795575 2.303867 0.1 -0.3 -0.1
C -0.000339 1.349518 -2.527319 -0.2 -0.2 0.1
H -2.666283 -1.015319 0.026898 0.0 -0.1 0.0
C 2.789058 2.098197 0.489371 -0.3 -0.3 0.1
S 1.846596 0.353434 2.263271 -0.2 -0.5 0.6
H 0.053433 1.892497 -3.458708 0.0 0.1 -0.1
H -1.605327 -2.269412 -0.642885 0.0 0.0 0.1
H -2.716120 -1.389349 -1.701034 -0.1 -0.1 0.0
Ag -0.063606 -1.153622 2.059241 0.5 0.7 -0.4
H -1.620918 -3.738781 4.432653 0.0 0.1 -0.2
H 3.645785 3.536109 -0.845916 0.1 0.1 0.0
C -2.062381 -1.297898 -0.836676 0.0 0.0 0.0
C 0.851000 0.882230 -0.303875 0.3 0.5 -0.5
```
Forces are in eV/Å.

The calculation puts the highest occupied orbital energy at -6.7 eV. Its LUMO energy is 0.074 eV. Its relative energy (zero: lowest compared OMol25 entry of this formula, charge and spin) is 1.9 kcal per mole. The value obtained for the total energy is -52939.191 eV. Its multiplicity is 1.

Results of the Mulliken charge analysis, in e, for atoms 1 through 5: -0.13, 0.30, -0.51, -0.86, 0.17

***

- What is the formula in the first record?
  C11H10

***

- Which value of relative energy (zero: lowest compared OMol25 entry of this formula, charge and spin) does entry 3 give?
  0.0 kcal per mole